[1]
Density functional theory data (wB97M-V/def2-TZVPD) for one molecule with the formula CH5OP in a non-equilibrium geometry.

Electronic energy = -12453.587 eV
HOMO level = -9.130 eV
LUMO level = 0.8 eV
ΔE to the lowest compared entry with this formula, charge and spin = 12.73 kcal per mole
Maximum force = 0.0618 Eh/bohr
HOMO-LUMO gap = 9.88 eV

```
8
Properties=species:S:1:pos:R:3:forces:R:3
C -0.97765 0.00793 -0.37631 1.153 0.357 -0.505
O 1.53919 -0.54467 0.67304 -0.468 -1.244 1.523
P 0.49856 0.75491 0.63092 0.741 0.088 -3.087
H -1.82111 0.67839 -0.48345 -0.535 0.181 1.272
H -1.17151 -0.94810 0.17719 -0.280 0.770 -1.010
H -0.81353 -0.03620 -1.48738 0.708 -1.031 1.101
H 1.40372 -1.10342 1.48145 0.223 0.817 -1.037
H 1.34231 1.19116 -0.61545 -1.543 0.062 1.743
```
Forces are in eV/Å.

Atomic partial charges in e from the natural (NBO) method, atoms 1 to 4: C -0.96; O -0.99; P 0.83; H 0.23

---

[2]
Density functional theory data (wB97M-V/def2-TZVPD) for a 2-piece molecular cluster, CH5OPS overall in a non-equilibrium geometry.

Electronic energy = -23285.026 eV
HOMO level (spin up / spin down) = -9.281 / -8.905 eV
LUMO level (spin up / spin down) = -1.2 / -1.5 eV
ΔE to the lowest compared entry with this formula, charge and spin = 120.18 kcal per mole
Maximum force = 0.0563 Eh/bohr
HOMO-LUMO gap (spin up / spin down) = 8.10 / 7.42 eV

```
9
Properties=species:S:1:pos:R:3:forces:R:3
C -2.90447 -0.31663 -0.33426 1.376 -1.339 -2.167
O -1.59773 -0.39136 0.21994 1.768 -0.113 0.681
P 4.86889 -0.07262 -0.03662 -0.327 0.527 0.205
S -0.51474 0.82967 0.09080 -0.963 -0.627 -0.126
H -2.72543 0.25458 -1.34926 -1.425 -1.184 1.919
H -3.46812 0.10762 0.44140 -1.343 1.324 0.397
H -3.25480 -1.42530 -0.35996 0.596 1.941 -0.703
H 3.95192 1.11047 0.11600 1.180 -1.082 0.434
H 5.64448 -0.09644 1.21196 -0.862 0.555 -0.639
```
Forces are in eV/Å.

Atomic partial charges in e from the natural (NBO) method, atoms 1 to 4: C -0.26; O -0.63; P 0.08; S 0.29

---

[3]
Density functional theory data (wB97M-V/def2-TZVPD) for one molecule with the formula CH5OPS in a non-equilibrium geometry.

Electronic energy = -23283.451 eV
HOMO level (spin up / spin down) = -4.987 / -10.323 eV
LUMO level (spin up / spin down) = 0.8 / -3.0 eV
Multiplicity = 3
ΔE to the lowest compared entry with this formula, charge and spin = 89.13 kcal per mole
Maximum force = 0.1155 Eh/bohr
HOMO-LUMO gap (spin up / spin down) = 5.80 / 7.36 eV

```
9
Properties=species:S:1:pos:R:3:forces:R:3
C -0.52431 1.27312 0.19160 -1.663 -2.258 -1.660
O 1.93402 0.18761 -0.06341 -1.785 -0.579 -0.800
P -0.45619 -1.57852 -0.41455 -1.588 -4.582 2.748
S 0.60146 0.23241 -0.88684 2.738 5.271 0.018
H 0.10835 2.12032 0.25009 -0.258 1.307 0.487
H -0.80840 0.72817 1.09704 1.009 0.003 0.306
H -1.59042 1.29919 -0.26133 2.043 0.747 -0.061
H 0.64319 -2.33840 -0.79753 0.469 0.016 -1.058
H 0.09229 -1.92390 0.88493 -0.966 0.073 0.020
```
Forces are in eV/Å.

Atomic partial charges in e from the natural (NBO) method, atoms 1 to 4: C -0.80; O -0.60; P -0.09; S 0.80

---

[4]
Density functional theory data (wB97M-V/def2-TZVPD) for a 2-piece molecular cluster, CH5OS overall in a non-equilibrium geometry.

Electronic energy = -14001.650 eV
Net charge = -1
HOMO level = -2.480 eV
LUMO level = 4.4 eV
ΔE to the lowest compared entry with this formula, charge and spin = 3.58 kcal per mole
Maximum force = 0.0351 Eh/bohr
HOMO-LUMO gap = 6.84 eV

```
8
Properties=species:S:1:pos:R:3:forces:R:3
C -1.05315 1.23914 0.09145 -0.852 -0.190 0.886
S 0.55254 0.52926 0.54548 0.324 0.401 -0.009
H -1.73694 1.21334 0.95901 0.171 -0.135 -0.058
H -1.04143 2.30597 -0.15115 0.319 -0.111 -0.448
H -1.58308 0.65829 -0.66766 0.168 0.210 -0.310
H 1.35410 -1.46398 0.26220 -0.105 -0.794 0.012
H 1.80299 -2.12306 -0.99990 -0.067 -0.551 1.300
O 1.70497 -2.35896 -0.03942 0.043 1.171 -1.372
```
Forces are in eV/Å.

Atomic partial charges in e from the natural (NBO) method, atoms 1 to 4: C -0.74; S -0.72; H 0.17; H 0.17

---

ΔE to the lowest compared entry with this formula, charge and spin of number 4 (CH5OS)?
3.58 kcal per mole

---

The lowest maximum force belongs to which entry?
CH5OS

---

The lowest maximum force belongs to which entry?
CH5OS

---

Which formula does entry 2 have?
CH5OPS